# C32H90CrCuN6O14P

A structure of composition C32H90CrCuN6O14P at a distorted geometry (ωB97M-V/def2-TZVPD, the OMol25 dataset).

Calculated values
**Multiplicity**: 5
**Lowest unoccupied orbital energy (spin up / spin down)**: 0.3 / 0.3 eV
**E_HOMO (spin up / spin down)**: -5.51 / -8.51 eV
**DFT total energy**: -5681.403364 Ha
**Molar mass**: 929.62 Da

Atoms and positions in Å:
1 Cr 12.34 14.09 22.23
2 Cu 16.23 15.10 25.72
3 P 14.12 14.76 24.04
4 O 15.18 13.70 24.20
5 O 14.28 15.98 24.99
6 O 12.71 14.07 24.15
7 O 14.02 15.20 22.55
8 C 14.79 19.94 21.92
9 C 14.72 18.66 22.70
10 O 15.25 17.55 22.00
11 H 14.88 19.90 20.84
12 H 15.63 20.53 22.27
13 H 13.90 20.57 21.92
14 H 13.65 18.50 22.85
15 H 15.14 18.74 23.70
16 H 14.85 16.77 22.39
17 C 16.21 10.18 23.46
18 C 17.10 10.81 24.51
19 O 16.46 11.83 25.39
20 H 15.39 10.78 23.06
21 H 15.70 9.41 24.04
22 H 16.85 9.82 22.64
23 H 18.04 11.22 24.16
24 H 17.51 10.04 25.17
25 H 15.88 12.41 24.89
26 C 11.17 18.45 27.27
27 C 12.23 17.42 27.10
28 O 12.77 17.93 25.84
29 H 10.68 18.22 28.22
30 H 10.29 18.23 26.66
31 H 11.56 19.47 27.26
32 H 11.90 16.39 26.94
33 H 12.99 17.44 27.88
34 H 13.30 17.22 25.47
35 C 13.44 13.32 28.74
36 C 14.00 13.58 27.38
37 O 14.54 14.84 27.45
38 H 14.15 13.20 29.55
39 H 12.93 12.35 28.80
40 H 12.68 14.05 29.01
41 H 13.08 13.49 26.79
42 H 14.74 12.87 27.01
43 H 14.24 15.32 26.67
44 C 17.75 15.20 22.43
45 C 17.39 14.10 21.35
46 C 18.39 12.98 21.29
47 O 19.71 13.46 21.25
48 C 20.59 12.50 20.81
49 N 16.04 13.65 21.60
50 H 17.97 14.68 23.36
51 H 17.01 15.99 22.59
52 H 18.74 15.61 22.22
53 H 17.43 14.70 20.44
54 H 18.13 12.25 20.53
55 H 18.33 12.51 22.27
56 H 20.45 12.17 19.78
57 H 20.59 11.62 21.45
58 H 21.58 12.95 20.88
59 H 15.49 14.47 21.82
60 H 16.14 13.26 22.53
61 C 17.92 18.43 27.19
62 C 16.50 18.45 26.57
63 C 16.02 19.89 26.15
64 O 16.12 20.83 27.13
65 C 14.96 20.96 27.97
66 N 16.46 17.52 25.44
67 H 18.17 17.38 27.33
68 H 18.02 19.05 28.08
69 H 18.62 18.70 26.39
70 H 15.70 18.11 27.23
71 H 15.02 19.80 25.72
72 H 16.56 20.07 25.22
73 H 14.97 21.99 28.34
74 H 15.06 20.45 28.92
75 H 14.00 20.68 27.52
76 H 15.48 17.28 25.44
77 H 16.51 18.03 24.57
78 C 14.37 11.31 19.62
79 C 13.11 11.60 20.41
80 C 12.27 10.33 20.60
81 O 10.92 10.77 20.45
82 C 9.89 9.82 20.49
83 N 13.35 12.20 21.70
84 H 14.08 10.90 18.66
85 H 14.91 10.54 20.16
86 H 14.99 12.20 19.51
87 H 12.53 12.31 19.83
88 H 12.46 9.86 21.56
89 H 12.51 9.61 19.82
90 H 9.59 9.42 21.46
91 H 10.10 9.02 19.78
92 H 8.95 10.24 20.13
93 H 14.26 12.64 21.73
94 H 13.65 11.62 22.47
95 C 10.94 9.87 24.75
96 C 12.00 10.72 25.49
97 C 12.91 9.95 26.46
98 O 12.09 9.37 27.43
99 C 12.85 8.71 28.39
100 N 12.85 11.51 24.56
101 H 10.03 9.73 25.34
102 H 11.24 8.89 24.39
103 H 10.61 10.49 23.92
104 H 11.47 11.47 26.08
105 H 13.62 10.69 26.82
106 H 13.48 9.15 25.99
107 H 12.18 8.14 29.04
108 H 13.31 9.49 29.00
109 H 13.62 8.03 28.02
110 H 13.76 11.59 25.01
111 H 12.65 12.50 24.56
112 C 8.26 12.67 23.29
113 C 9.28 13.52 22.53
114 C 9.65 14.88 23.20
115 O 10.76 15.52 22.53
116 C 11.18 16.77 23.12
117 N 10.59 12.92 22.43
118 H 7.27 13.05 23.04
119 H 8.44 12.85 24.35
120 H 8.25 11.60 23.06
121 H 8.82 13.81 21.59
122 H 9.84 14.82 24.27
123 H 8.78 15.54 23.13
124 H 12.07 16.75 23.74
125 H 10.35 17.25 23.65
126 H 11.46 17.45 22.32
127 H 10.53 12.20 21.71
128 H 10.71 12.49 23.33
129 C 10.60 15.90 19.28
130 C 11.67 14.82 19.08
131 C 12.50 15.01 17.79
132 O 13.08 13.76 17.53
133 C 14.18 13.88 16.60
134 N 12.64 14.91 20.21
135 H 11.18 16.82 19.35
136 H 10.15 15.82 20.27
137 H 9.83 15.97 18.52
138 H 11.18 13.85 18.97
139 H 13.14 15.89 17.72
140 H 11.86 15.17 16.92
141 H 13.98 14.64 15.84
142 H 14.33 12.95 16.05
143 H 14.99 14.27 17.22
144 H 12.98 15.85 20.38
145 H 13.45 14.58 19.71